# C14H14MnNO2PSe2

A molecular structure, C14H14MnNO2PSe2 at a distorted geometry (ωB97M-V/def2-TZVPD, OMol25).

The geometry in XYZ format:
```
35
C14H14MnNO2PSe2 (ωB97M-V/def2-TZVPD)
Mn -0.18000 -0.37002 -0.09886
Se -0.83400 -2.36757 -0.92832
P 1.20309 -2.52118 -1.89623
Se 1.95579 -0.63222 -0.89062
C 1.13771 -2.40486 -3.67751
C -0.07243 -2.23456 -4.34808
C -0.05845 -2.15899 -5.73012
C 1.14717 -2.23455 -6.41748
C 2.34751 -2.40687 -5.73655
C 2.35582 -2.49393 -4.35714
C 2.02461 -3.98042 -1.26058
C 1.46819 -5.20425 -1.64265
C 2.02971 -6.36739 -1.14973
C 3.12234 -6.30382 -0.29119
C 3.67390 -5.08066 0.06946
C 3.12262 -3.90342 -0.40787
H -1.00699 -2.16906 -3.80577
H -0.98928 -2.04064 -6.26728
H 1.14975 -2.15418 -7.49620
H 3.27940 -2.47817 -6.28050
H 3.28510 -2.63278 -3.81641
H 0.62257 -5.24497 -2.32052
H 1.61408 -7.32234 -1.44059
H 3.54807 -7.21998 0.09518
H 4.53558 -5.04461 0.72174
H 3.54995 -2.94636 -0.13771
N -0.14627 0.36535 1.96001
C -0.87844 1.66716 1.96948
C -1.73983 1.73967 0.70531
O -2.73376 2.35352 0.57063
O -1.16504 0.97285 -0.27138
H -0.64290 -0.29703 2.55274
H 0.76577 0.48278 2.39176
H -0.17299 2.49655 1.91926
H -1.51024 1.79404 2.84453
```

The calculation puts the HOMO-LUMO gap (alpha / beta) at 5.27 / 7.13 eV. Its spin multiplicity is 4. The total charge is +2. For the total energy, the calculation gives -191616.117 eV.

Per-atom Löwdin charges, elementary charge units: 0.319, 0.651, 0.462, 0.616, -0.414, -0.085, -0.032, -0.014, -0.031, -0.067, -0.424, -0.077, -0.032, -0.017, -0.035, -0.089, 0.081, 0.126, 0.128, 0.127, 0.122, 0.121, 0.127, 0.128, 0.125, 0.080, 0.031, -0.068, -0.495, 0.243, -0.168, 0.131, 0.126, 0.152, 0.150

---

# C18H23N5O2

A single C18H23N5O2 molecule at a distorted geometry (ωB97M-V/def2-TZVPD, OMol25).

The geometry in XYZ format:
```
48
C18H23N5O2 (ωB97M-V/def2-TZVPD)
C -1.74963 2.73334 2.85749
C -0.23561 2.70203 3.08708
C 0.34322 4.11704 3.14872
N 0.51106 1.90464 2.11763
C 0.26202 2.26859 0.73660
C 1.16339 1.53077 -0.17690
N 0.86583 1.06072 -1.35273
C 2.01935 0.45519 -1.74948
C 2.18151 -0.29072 -3.03243
O 1.84002 -1.65262 -2.90202
C 0.52514 -2.03244 -2.95062
C 0.31140 -3.41149 -2.95084
C -0.97079 -3.91661 -3.02295
C -2.05629 -3.05689 -3.09663
C -1.84336 -1.69115 -3.08292
C -0.56167 -1.17001 -3.00677
N 2.97070 0.55672 -0.86483
O 2.42645 1.26063 0.16312
C 0.52936 0.46486 2.35179
C -0.40189 -0.33975 1.50149
N -1.65971 -0.04282 1.27621
C -2.14328 -1.01570 0.46374
C -1.16126 -1.91993 0.19406
N -0.04425 -1.48169 0.84995
C 1.22375 -2.15709 0.85344
H -2.25135 3.08570 3.75488
H -2.10882 1.73622 2.61224
H -2.00394 3.40342 2.03972
H -0.04077 2.23137 4.05696
H -0.02926 4.62430 4.03480
H 1.42786 4.07341 3.19955
H 0.05418 4.70493 2.28099
H 0.46672 3.33798 0.62632
H -0.76705 2.06808 0.40246
H 3.24154 -0.28903 -3.29932
H 1.59371 0.19478 -3.81963
H 1.16967 -4.06397 -2.90118
H -1.12348 -4.98605 -3.02417
H -3.05888 -3.45206 -3.15608
H -2.68206 -1.01296 -3.12590
H -0.42813 -0.10165 -2.96345
H 0.29209 0.28825 3.40474
H 1.55508 0.11119 2.18865
H -3.16102 -0.99911 0.13144
H -1.15647 -2.81138 -0.39714
H 1.20460 -2.93956 0.09639
H 1.42179 -2.60821 1.82925
H 2.03851 -1.47126 0.61627
```

The relative energy (zero: lowest compared OMol25 entry of this formula, charge and spin) comes out at 370.4 kJ/mol. The calculation puts the HOMO-LUMO gap at 9.09 eV. Its spin multiplicity is 1. The total charge is 0. Its SMILES is CC(C)N(Cc1nc(COc2ccccc2)no1)Cc1nccn1C. For the total energy, the calculation gives -30583.511 eV.

Per-atom Löwdin charges, elementary charge units: -0.057, -0.417, -0.062, -0.124, -0.103, -0.309, 0.218, -0.316, -0.115, -0.036, -0.272, -0.025, -0.096, -0.108, -0.090, -0.031, 0.143, 0.045, -0.090, -0.313, 0.104, -0.126, -0.071, -0.067, -0.005, 0.077, 0.050, 0.076, 0.133, 0.077, 0.080, 0.067, 0.135, 0.125, 0.136, 0.135, 0.117, 0.104, 0.100, 0.108, 0.091, 0.132, 0.112, 0.096, 0.103, 0.092, 0.099, 0.078

---

# C20H26I2MnN6O3Se

A molecular structure, C20H26I2MnN6O3Se at a distorted geometry (ωB97M-V/def2-TZVPD, OMol25).

The geometry in XYZ format:
```
59
C20H26I2MnN6O3Se (ωB97M-V/def2-TZVPD)
Mn 9.14862 -10.16801 -10.33044
C 10.52088 -11.79406 -8.22196
O 10.74026 -11.43719 -9.60733
C 10.96315 -12.63304 -10.40994
C 9.69879 -12.93495 -11.19610
O 9.44339 -11.73469 -11.93642
C 8.54664 -11.94319 -13.00690
H 11.48026 -12.13900 -7.83060
H 9.75548 -12.57048 -8.15848
H 10.17757 -10.92650 -7.68211
H 11.24766 -13.44490 -9.74782
H 11.78632 -12.37729 -11.09470
H 8.82817 -13.16995 -10.57294
H 9.88322 -13.78268 -11.88276
H 8.97493 -12.69068 -13.67968
H 8.44299 -10.99255 -13.54180
H 7.58140 -12.27769 -12.64264
I 6.41303 -13.71161 -8.43357
C 6.42933 -11.75362 -7.80446
C 5.55443 -11.32254 -6.80545
C 5.58749 -10.03413 -6.35097
I 4.32448 -9.39729 -4.82954
C 6.54460 -9.11940 -6.93124
C 6.59929 -7.73690 -6.58490
C 7.60052 -6.99553 -7.14853
C 8.53028 -7.58946 -8.02796
N 8.43886 -8.83949 -8.42539
C 7.43352 -9.58261 -7.88700
C 7.33389 -10.89154 -8.38151
O 8.10307 -11.30387 -9.36886
H 4.88103 -12.05350 -6.38806
H 5.90332 -7.28202 -5.88411
H 7.74320 -5.94940 -6.92699
H 9.31396 -6.96313 -8.43966
Se 7.23806 -9.16383 -11.51252
C 6.08125 -10.50939 -11.20810
N 5.33657 -11.35776 -11.02210
C 11.62417 -8.49192 -10.06151
N 12.65093 -7.60914 -10.58899
C 12.02978 -6.36003 -11.05492
N 11.02010 -6.62788 -12.10306
C 9.99725 -7.46198 -11.55887
N 10.55656 -8.80455 -11.09688
C 11.28723 -9.43820 -12.26812
N 12.30707 -8.56346 -12.79955
C 13.28544 -8.26451 -11.74947
C 11.69042 -7.31213 -13.23695
H 11.13496 -8.00741 -9.20614
H 12.09733 -9.43486 -9.76799
H 12.78931 -5.68889 -11.47234
H 11.53153 -5.84018 -10.24578
H 9.23174 -7.69724 -12.31932
H 9.51640 -6.99664 -10.69616
H 10.51880 -9.62577 -13.01884
H 11.72309 -10.37137 -11.91054
H 14.00641 -7.56540 -12.17527
H 13.77488 -9.16352 -11.41278
H 10.93156 -7.54157 -13.98736
H 12.46913 -6.65701 -13.62962
```

The calculation puts the HOMO-LUMO gap (alpha / beta) at 5.52 / 7.28 eV. Its spin multiplicity is 5. The total charge is +1. For the total energy, the calculation gives -149106.953 eV.

Per-atom Löwdin charges, elementary charge units: 0.780, -0.029, -0.291, -0.110, -0.153, -0.302, -0.086, 0.114, 0.095, 0.091, 0.139, 0.137, 0.097, 0.152, 0.108, 0.077, 0.090, 1.022, -0.643, -0.199, -0.652, 0.984, -0.184, -0.013, -0.025, -0.111, 0.070, -0.188, -0.438, -0.310, 0.089, 0.069, 0.113, 0.098, 0.856, -0.751, 0.113, -0.144, -0.073, -0.137, -0.077, -0.206, -0.155, -0.143, -0.078, -0.137, -0.128, 0.119, 0.127, 0.137, 0.127, 0.071, 0.113, 0.128, 0.115, 0.135, 0.129, 0.136, 0.136

---

# C38H30Cl2N5O11Pb

A molecular structure, C38H30Cl2N5O11Pb at a distorted geometry (ωB97M-V/def2-TZVPD, OMol25).

The geometry in XYZ format:
```
87
C38H30Cl2N5O11Pb (ωB97M-V/def2-TZVPD)
Pb 13.21415 14.44310 14.58194
C 15.80032 17.94448 17.54688
C 15.00020 16.71749 17.36520
N 13.78546 16.95790 17.06093
N 13.48232 18.09459 16.52964
C 12.26733 18.12918 15.98136
O 11.61388 17.08683 15.79630
C 12.04196 19.60140 15.48703
C 12.90828 19.91419 14.47162
C 12.52702 20.90154 13.52619
C 11.36206 21.74984 13.58611
C 10.63671 21.47504 14.72726
C 10.98991 20.53506 15.72747
C 15.37138 15.43866 17.81266
C 16.59758 15.24566 18.49626
C 16.73179 14.19321 19.38885
C 15.52458 13.49623 19.75746
C 14.38731 13.67334 19.02117
N 14.37463 14.53834 18.00932
H 15.72306 18.56748 16.64366
H 16.86532 17.87485 17.74772
H 15.36996 18.50057 18.41226
H 13.79580 19.29354 14.26269
H 13.27626 21.02218 12.71202
H 11.19397 22.52715 12.83843
H 9.88603 22.16017 15.11379
H 10.63267 20.73847 16.68190
H 17.39456 15.98107 18.39401
H 17.73397 13.95839 19.72192
H 15.43451 12.80970 20.58579
H 13.51864 13.06475 19.18874
Cl 6.29022 10.85130 18.12621
C 7.59945 11.80395 17.58070
C 8.25965 12.62615 18.48638
C 9.55691 13.14661 18.20206
Cl 10.47527 13.97143 19.33489
C 10.13114 13.03340 16.88077
O 11.02201 13.72368 16.35881
C 9.52576 11.93551 16.08207
C 10.41705 11.32755 15.04711
O 10.08061 10.25460 14.63614
C 8.22555 11.51924 16.31428
H 7.82303 12.82498 19.46805
H 11.34911 11.82054 14.79166
H 7.66195 10.97184 15.57458
H 6.51693 5.93746 6.28084
C 11.29555 18.65401 6.83686
C 11.44104 17.39733 7.70410
C 12.63606 17.20125 8.42173
C 12.66717 16.03262 9.26571
C 13.85108 15.53155 9.80121
C 11.29296 15.59746 9.66184
C 10.27072 15.63274 8.72759
C 9.01061 14.92851 9.06452
C 10.35328 16.53692 7.68886
C 11.18784 15.44618 11.38352
O 10.13122 16.04490 11.60811
O 11.93288 15.00152 12.26350
H 12.27766 19.10869 6.71671
H 10.61986 19.39776 7.25603
H 10.94906 18.33937 5.83907
H 13.52717 17.83582 8.42245
H 14.70939 16.05917 9.38158
H 6.58454 6.53081 6.68499
H 13.87584 14.54466 10.25298
H 9.32093 14.02503 9.58559
H 8.48616 14.72238 8.15396
H 8.41518 15.40915 9.88960
H 9.56590 16.70741 6.94281
O 16.41948 13.96792 14.94803
C 15.79485 12.98576 14.42530
O 14.54001 12.91581 14.16700
C 16.58389 11.76537 14.10581
C 18.02461 11.68409 14.38317
C 18.75656 10.49931 14.60171
C 18.08699 9.28195 14.57350
C 16.82556 9.34494 14.00368
C 16.10209 10.52294 13.62103
N 16.31200 7.97418 13.91479
O 15.11593 7.88411 13.59701
O 17.06399 7.01593 14.19635
N 20.21929 10.38594 15.08974
O 20.63119 9.24639 15.23616
O 20.82137 11.44773 15.25594
H 18.56534 12.65433 14.42636
H 18.50605 8.30921 14.87245
H 15.22068 10.38534 13.01166
```

The relative energy (zero: lowest compared OMol25 entry of this formula, charge and spin) comes out at 734.3 kJ/mol. The calculation puts the HOMO-LUMO gap (alpha / beta) at 2.07 / 2.07 eV. Its spin multiplicity is 1. The total charge is -1. For the total energy, the calculation gives -100143.450 eV.

Per-atom Löwdin charges, elementary charge units: 1.723, -0.069, -0.354, 0.039, -0.015, -0.469, -0.048, -0.116, -0.071, -0.094, -0.096, -0.128, -0.020, -0.254, -0.038, -0.060, -0.084, -0.158, 0.109, 0.066, 0.049, 0.098, 0.111, 0.087, 0.089, 0.090, 0.081, 0.094, 0.091, 0.084, 0.088, 0.618, -0.729, -0.146, -0.650, 0.707, -0.462, -0.160, -0.125, -0.230, 0.025, -0.059, 0.095, 0.084, 0.101, -0.001, -0.044, -0.239, 0.039, -0.216, 0.225, 0.084, -0.240, -0.032, 0.056, -0.564, 0.081, -0.142, 0.072, 0.086, 0.083, 0.130, 0.089, 0.001, 0.093, 0.090, 0.076, 0.115, 0.147, 0.005, -0.591, -0.309, -0.069, 0.095, -0.082, 0.055, -0.112, 0.102, -0.319, 0.079, 0.041, -0.324, 0.072, 0.074, 0.138, 0.137, 0.127